(1)
This record from the Open Molecules 2025 dataset describes 8 unconnected molecules or ions with the total composition C6H28O11 at a distorted geometry. The level of theory is ωB97M-V with the def2-TZVPD basis set.

```
45
Properties=species:S:1:pos:R:3:forces:R:3:mulliken_charge:R:1
O 16.0280 -8.8140 13.9050 -0.326 -0.880 -0.886 -0.480
C 17.0770 -8.1990 13.2020 0.713 -1.022 2.331 -0.458
C 16.9500 -6.7260 13.0920 0.164 0.076 -1.372 0.024
O 17.9670 -6.3920 12.1340 0.838 1.747 1.630 -0.601
H 15.7260 -8.2440 14.6150 0.022 0.272 0.369 0.346
H 17.9980 -8.3310 13.8080 0.043 -0.299 -0.564 0.248
H 17.2330 -8.6990 12.2440 -0.306 0.206 -0.010 0.406
H 17.1180 -6.1920 14.0480 0.336 -0.298 -0.602 0.086
H 15.9580 -6.4700 12.7580 -0.447 0.259 -0.359 0.150
H 17.7620 -6.5910 11.2380 -0.807 -0.446 -0.794 0.329
O 13.2000 -9.0570 14.3200 -0.396 1.085 0.402 -0.369
C 12.1070 -9.4670 15.1250 0.857 -1.787 -2.905 -0.232
C 11.4760 -10.6730 14.3650 0.799 0.066 1.618 -0.533
O 10.8030 -11.4150 15.4030 -0.391 1.030 -0.925 -0.509
H 13.7570 -9.8290 14.2950 0.793 -0.114 -0.269 0.298
H 12.4280 -9.6250 16.1200 0.242 -1.011 1.133 0.189
H 11.3700 -8.7500 15.1830 -1.378 2.094 -0.128 0.331
H 12.2600 -11.2110 13.7890 -0.079 -0.264 0.980 0.381
H 10.8300 -10.4030 13.5430 -0.734 0.588 0.173 0.245
H 11.0950 -12.2970 15.3340 0.294 -1.671 0.036 0.276
O 10.9760 -5.5000 17.2450 -0.919 0.406 0.773 -0.618
C 12.1910 -6.1590 17.0320 -0.242 -0.575 0.206 0.364
C 12.4880 -6.9460 18.3250 -0.073 -1.042 -0.651 -0.480
O 13.7300 -7.6250 18.2110 0.846 -1.182 0.426 -0.582
H 10.7730 -5.0220 16.4460 -0.217 0.280 -0.331 0.347
H 12.0270 -6.7710 16.1190 0.903 -0.191 0.745 -0.284
H 12.9530 -5.4050 16.8520 0.563 -0.245 -0.098 0.183
H 11.7670 -7.7160 18.5810 -0.799 0.068 -0.618 0.355
H 12.5250 -6.3620 19.2120 -0.044 1.353 0.465 0.356
H 13.7390 -8.3790 18.8540 0.058 1.127 -0.993 0.285
O 16.0730 -4.5080 16.1730 0.593 -0.458 2.109 -0.662
H 16.1600 -3.7100 16.7070 -0.028 -0.178 -0.281 0.281
H 15.8770 -4.2760 15.2850 -0.450 0.727 -1.475 0.386
O 13.8020 -5.9440 14.1270 -2.128 -0.930 0.404 -0.609
H 14.3840 -6.3810 14.7260 0.678 -1.014 1.072 0.248
H 14.3450 -5.3280 13.7150 1.181 1.822 -1.371 0.303
O 15.4810 -3.8870 13.6010 0.747 1.307 -0.778 -0.608
H 16.3420 -3.7340 13.1490 -0.780 -0.259 0.295 0.292
H 14.9940 -3.0430 13.5030 0.287 -0.655 0.055 0.237
O 11.3310 -6.5450 13.4160 -2.413 -0.376 0.090 -0.588
H 12.1300 -6.5340 13.9280 1.106 0.052 0.333 0.363
H 10.6040 -6.8700 13.9970 0.948 0.368 -0.713 0.391
O 15.4600 -7.1460 15.9600 0.206 -0.588 -0.727 -0.470
H 14.8770 -7.4030 16.6640 -0.749 -0.442 0.883 0.185
H 15.8920 -6.3600 16.2710 0.492 0.995 0.325 0.198
```
Forces are in eV/Å.

HOMO level ... -9.22 eV
Max |F| ... 0.0684 Eh/bohr
DFT total energy ... -1072.94830 Ha
LUMO ... -0.04 eV
Structure (SMILES) ... OCCO.OCCO.OCCO.O.O.O.O.O
Relative energy (zero: lowest compared OMol25 entry of this formula, charge and spin) ... 119.6 kcal per mole

(2)
This record from the Open Molecules 2025 dataset describes a molecular structure, C6H2F5O7P2ReSSbSe4 at a distorted geometry. The level of theory is ωB97M-V with the def2-TZVPD basis set.

```
29
Properties=species:S:1:pos:R:3:forces:R:3:mulliken_charge:R:1
Re 0.5878 -0.9961 -2.1241 0.032 -0.733 0.538 0.692
F -3.8451 2.8872 1.7370 0.517 0.088 -0.066 -0.242
C -2.9309 2.5913 0.8278 -0.971 -0.077 0.266 0.171
C -1.6611 2.2538 1.0962 1.721 0.635 3.976 0.548
F -1.2829 2.3436 2.4251 -0.164 -0.102 -1.199 -0.333
C -0.6568 2.0573 0.1901 -2.014 -0.578 -1.396 0.377
F 0.5417 2.2758 0.6733 1.397 -0.748 -0.412 -0.257
C -1.0557 1.7069 -1.1157 -0.549 0.727 -0.194 0.112
S -0.0341 1.1148 -2.4646 -0.174 0.452 0.481 -0.244
C -2.4170 2.0366 -1.4386 1.850 0.064 0.725 -0.107
F -2.8565 1.9175 -2.6760 -0.027 -0.126 -0.259 -0.275
C -3.2288 2.6202 -0.4891 -1.808 0.058 -1.801 0.569
F -4.3922 3.1638 -0.8392 -0.168 -0.345 -0.288 -0.288
O 3.5098 -3.1489 0.6043 0.441 0.034 -0.241 -0.442
P 2.4618 -2.0484 0.3605 -2.990 0.729 -2.483 0.701
O 2.8063 -0.9038 1.1828 -0.183 1.943 2.317 0.063
O 2.3025 -1.5317 -1.1480 -0.371 -1.573 2.144 -0.418
O 1.0593 -2.7792 0.7659 1.330 0.056 -0.265 -0.278
P -0.4582 -2.2239 0.6013 1.392 -0.286 3.266 0.528
O -0.9647 -2.4309 2.1170 0.542 0.688 -1.358 -0.447
O -0.2696 -0.7981 0.2255 -0.260 0.482 -1.141 -0.173
O -1.1375 -3.2141 -0.2905 -1.280 -0.455 -1.753 -0.571
H 3.2939 -3.9519 0.1420 0.104 -1.021 -0.330 0.335
H -1.7464 -2.9452 2.3436 -0.076 -0.084 -0.417 0.353
Se 5.1863 0.7741 1.4332 0.205 1.031 -0.307 -0.199
Sb 2.8454 1.1955 2.1131 0.072 -1.504 -0.108 0.821
Se 1.7863 -1.3639 -3.9574 -0.129 0.220 -0.668 -0.001
Se -1.0593 -2.6458 -2.2814 0.795 0.542 1.033 0.141
Se 3.6156 2.0436 -0.0142 0.767 -0.116 -0.059 -0.135
```
Forces are in eV/Å.

HOMO level (alpha / beta) ... -11.57 / -11.58 eV
Total charge ... +1
Max |F| ... 0.0851 Eh/bohr
DFT total energy ... -12260.99470 Ha
LUMO (alpha / beta) ... -5.41 / -5.25 eV
Relative energy (zero: lowest compared OMol25 entry of this formula, charge and spin) ... 0.0 kcal per mole

(3)
This record from the Open Molecules 2025 dataset describes 2 unconnected molecules or ions with the total composition C6H2NO3 at a distorted geometry. The level of theory is ωB97M-V with the def2-TZVPD basis set.

```
12
Properties=species:S:1:pos:R:3:forces:R:3:mulliken_spin:R:1
C -0.2285 -0.5569 1.4741 -1.920 -0.162 -0.038 -0.420
C -1.5040 -0.6325 1.4306 1.468 -0.375 0.879 0.663
C -0.0879 0.1658 -0.7298 -0.864 -1.022 0.501 -0.107
C -1.4826 -0.1171 -0.7797 1.120 2.115 -1.836 0.060
C 0.4779 -0.1873 0.4370 2.134 -0.241 1.978 0.827
C -2.3263 -0.6353 0.2479 -0.288 -0.569 0.854 -0.028
N 2.9379 0.5965 0.2047 3.997 1.546 0.606 0.400
O 3.7361 0.1729 -0.6081 -1.794 -0.152 0.449 0.280
O -3.5046 -1.0103 0.1924 -0.571 0.322 -0.613 -0.005
O 3.2496 1.2522 1.1912 -1.684 -1.185 -1.252 0.316
H 0.6200 0.4686 -1.4775 -0.599 0.459 -1.033 0.010
H -1.8876 0.4835 -1.5828 -1.001 -0.734 -0.494 0.005
```
Forces are in eV/Å.

HOMO level (alpha / beta) ... -3.29 / -2.96 eV
2S+1 ... 3
Total charge ... -1
Max |F| ... 0.0842 Eh/bohr
DFT total energy ... -509.99494 Ha
LUMO (alpha / beta) ... 2.77 / 0.29 eV
Expectation value of S² ... 2.083

(4)
This record from the Open Molecules 2025 dataset describes 11 unconnected molecules or ions with the total composition C6H31N2O10 at a distorted geometry. The level of theory is ωB97M-V with the def2-TZVPD basis set.

```
49
Properties=species:S:1:pos:R:3:forces:R:3:mulliken_spin:R:1
C 0.5411 3.1643 1.2705 0.276 0.969 -1.188 -0.066
C 1.1381 1.8266 1.6061 -1.077 -1.758 0.286 0.141
N 0.7216 0.7811 0.6571 -0.360 -0.766 1.562 -0.371
C 0.4611 -0.5706 0.9468 -0.582 -1.359 -1.352 0.106
C 0.0357 -1.1847 -0.2362 0.535 0.828 1.321 0.002
N 0.0749 -0.2307 -1.2047 -0.167 0.254 -1.389 -0.121
C 0.6120 0.8887 -0.6843 0.976 2.760 -1.423 0.935
C -0.4163 -0.3409 -2.5719 -1.013 -0.342 1.375 0.044
H 0.9999 3.5750 0.3711 0.139 -0.085 -0.274 0.033
H 0.6666 3.9845 1.9773 0.138 -0.484 0.551 -0.021
H -0.5190 3.1076 1.0233 -0.043 -0.334 0.265 0.010
H 0.7225 1.4889 2.5554 0.087 0.059 0.031 0.062
H 2.2181 1.7330 1.7202 0.432 0.734 -0.211 -0.072
H 0.5615 -1.0516 1.9085 -0.038 0.424 0.000 0.019
H -0.2940 -2.1574 -0.5701 0.040 -0.186 0.887 -0.006
H 0.7975 1.7967 -1.2388 -0.307 -0.173 0.050 0.219
H -1.0719 0.4861 -2.8449 0.559 0.546 0.106 0.011
H -1.1620 -1.1277 -2.4580 0.492 -0.490 -0.794 -0.002
H 0.3517 -0.4777 -3.3332 -0.003 -0.244 0.122 -0.013
O -1.8134 -3.8989 -1.3388 -0.563 -0.118 0.566 0.001
H -1.0575 -4.4719 -1.4666 0.227 -0.058 0.001 0.000
H -1.8088 -3.3217 -2.1025 0.234 0.042 -0.123 0.000
O -0.7457 -3.1797 -3.7391 -0.065 0.131 -0.311 0.003
H -1.3445 -3.7838 -4.1781 -0.189 -0.227 -0.226 0.000
H 0.1271 -3.4825 -3.9895 0.335 0.004 -0.012 0.000
O 1.0562 3.1874 -3.3393 -0.214 -0.153 -0.017 0.024
H 0.8867 4.0997 -3.5743 -0.102 0.222 -0.110 0.003
H 1.8915 3.2111 -2.8724 0.325 -0.113 0.166 0.001
O -1.4787 2.1713 3.8119 -0.074 0.494 -0.192 -0.002
H -2.3616 2.0390 3.4668 -0.288 -0.127 -0.249 0.000
H -1.5719 2.8857 4.4421 0.074 0.180 0.247 0.000
O -1.8549 1.8040 -5.5341 0.197 0.041 0.112 0.003
H -2.4224 1.0991 -5.2223 -0.102 -0.240 0.042 0.002
H -2.4240 2.3465 -6.0800 -0.126 0.173 -0.166 -0.001
O 1.4225 -3.4857 3.3898 0.131 0.116 0.437 0.006
H 1.9951 -3.2221 4.1102 0.176 -0.021 0.178 -0.001
H 0.5688 -3.6241 3.8002 -0.406 0.019 -0.005 0.000
O 1.6800 -3.8983 0.7955 0.059 -0.398 -0.848 0.028
H 1.6873 -3.7462 1.7405 -0.091 0.043 0.418 0.001
H 2.3519 -3.3092 0.4524 0.049 0.218 -0.189 -0.017
O 2.3754 -0.0220 3.8518 -0.144 -0.122 0.182 0.012
H 2.8564 -0.8458 3.7729 0.093 -0.235 -0.134 -0.006
H 3.0469 0.6561 3.7776 0.141 0.281 -0.033 0.005
O -0.5570 -0.2267 4.3867 0.058 -0.963 0.277 0.004
H -0.8505 0.6573 4.1663 -0.182 0.387 0.000 0.000
H 0.3948 -0.1946 4.2899 0.394 -0.007 -0.018 0.004
O -2.9935 1.5501 -1.5566 -0.300 -0.052 0.256 0.011
H -2.2059 2.0628 -1.7383 0.382 0.180 0.010 0.007
H -3.2895 1.2520 -2.4167 -0.114 -0.048 -0.183 0.002
```
Forces are in eV/Å.

HOMO level (alpha / beta) ... -2.97 / -7.66 eV
2S+1 ... 2
Max |F| ... 0.0633 Eh/bohr
DFT total energy ... -1108.98159 Ha
LUMO (alpha / beta) ... 0.34 / 0.27 eV
Expectation value of S² ... 0.755

(5)
This record from the Open Molecules 2025 dataset describes 10 unconnected molecules or ions with the total composition C6H31NO10 at a distorted geometry. The level of theory is ωB97M-V with the def2-TZVPD basis set.

```
48
Properties=species:S:1:pos:R:3:forces:R:3:mulliken_charge:R:1
C 2.0371 2.7498 0.0336 -0.859 -1.092 1.738 -1.365
C 0.7194 2.3919 -0.6377 -0.012 -0.366 -0.939 -0.098
C -0.2186 1.6434 0.3318 -1.524 0.932 -1.010 -0.405
C 0.2558 0.2538 0.6536 -0.529 -0.078 -0.318 -0.071
O 0.4147 -0.1123 1.8057 0.352 -0.309 -0.466 -0.540
N 0.4635 -0.6709 -0.4242 0.166 0.338 -0.167 0.775
C 1.9083 -0.8334 -0.7568 -0.192 0.904 -0.003 -1.032
C -0.1762 -1.9832 -0.2249 -1.162 -0.325 -0.735 -1.134
H 2.6143 1.8824 0.4110 -0.549 0.131 -0.031 0.253
H 2.6967 3.2123 -0.6095 1.306 1.313 -1.535 0.468
H 1.8553 3.3993 0.8989 0.100 -0.102 -0.156 0.380
H 0.9170 1.7518 -1.5601 -0.394 0.877 1.003 -0.191
H 0.2014 3.3266 -0.9736 0.437 -0.843 0.181 0.468
H -0.3201 2.2421 1.2554 0.194 -0.507 -0.221 0.457
H -1.3007 1.6430 -0.1330 2.125 -0.551 0.781 0.243
H 2.4750 -1.2768 0.0700 -0.127 -0.119 -0.053 0.276
H 1.9674 -1.4622 -1.6440 0.067 -0.004 0.044 0.390
H 2.3604 0.1578 -0.9776 -0.332 -0.668 0.048 0.266
H 0.3501 -2.6642 0.4148 0.532 -0.138 0.574 0.553
H -1.2218 -1.8820 0.1724 1.076 0.058 -0.620 0.291
H -0.2000 -2.4932 -1.2158 -0.182 0.505 0.533 0.280
O -3.1371 0.3069 -1.5863 0.564 -0.101 -0.041 -0.751
H -2.7018 -0.0111 -0.7717 -0.190 0.130 -0.570 0.288
H -2.4271 0.3057 -2.2850 -0.751 0.008 0.953 0.501
O -1.2197 0.2388 3.9268 -0.079 0.004 0.607 -0.787
H -0.7499 0.1540 3.0834 -0.006 0.031 0.115 0.514
H -1.9916 0.7403 3.6661 -0.349 0.204 0.047 0.368
O -0.8284 0.1915 -2.9355 0.470 0.131 0.746 -1.115
H -0.7445 -0.6683 -3.3739 -0.027 -0.459 -0.418 0.395
H -0.3932 0.0016 -2.0652 -0.173 0.217 -0.225 0.503
O 0.1883 -1.8507 -4.3646 0.657 0.516 0.661 -0.671
H -0.2667 -2.3027 -5.0547 -0.478 -0.548 -0.816 0.258
H 0.6654 -1.0994 -4.7838 -0.155 -0.223 0.062 0.392
O -2.2538 -0.1269 1.3352 -1.118 -0.134 -0.069 -0.597
H -3.2186 0.0007 1.3369 0.418 0.018 -0.096 0.301
H -2.1344 -0.9684 1.8500 -0.060 0.054 0.001 0.255
O 1.0267 1.7834 3.6183 0.855 1.073 0.283 -0.718
H 0.9691 1.1308 2.9206 -0.174 -0.158 0.178 0.335
H 0.3777 1.5591 4.2870 -0.192 -0.289 -0.120 0.345
O 0.9012 0.6953 -4.9266 -2.998 -1.265 0.137 -0.725
H 1.6287 1.1554 -4.6364 3.026 1.684 0.620 0.292
H 0.2990 0.7810 -4.1284 0.158 -0.198 -0.938 0.463
O -1.8433 -2.2081 2.9581 -1.272 0.015 -0.058 -0.798
H -0.9631 -2.5596 2.8108 0.693 -0.289 0.178 0.414
H -1.7785 -1.6016 3.7134 0.195 -0.082 -0.097 0.374
O 0.7852 -2.6214 2.6926 -0.999 -0.490 -2.526 -0.733
H 1.2013 -2.5766 3.5042 1.395 0.084 2.684 0.266
H 0.8102 -1.7258 2.3185 0.095 0.113 0.052 0.369
```
Forces are in eV/Å.

HOMO level ... -10.28 eV
Max |F| ... 0.0684 Eh/bohr
DFT total energy ... -1054.36706 Ha
LUMO ... 0.13 eV
Structure (SMILES) ... CCCC(=O)N(C)C.O.O.O.O.O.O.O.O.O
Relative energy (zero: lowest compared OMol25 entry of this formula, charge and spin) ... 19.0 kcal per mole

(6)
This record from the Open Molecules 2025 dataset describes 12 unconnected molecules or ions with the total composition C6H31NO11 at a distorted geometry. The level of theory is ωB97M-V with the def2-TZVPD basis set.

```
49
Properties=species:S:1:pos:R:3:forces:R:3:mulliken_charge:R:1
C 0.7988 -0.8099 3.3935 1.302 0.823 -0.165 -1.428
C -0.4483 -0.2682 2.7825 2.538 -1.403 -1.113 0.658
C -0.5687 1.0097 2.3458 -1.012 0.049 1.228 -0.694
N -1.7606 1.0678 1.6670 1.813 1.290 -0.031 0.229
C -2.1482 -0.1381 1.3102 -0.417 -5.610 2.196 0.417
C -3.4570 -0.5870 0.7553 -2.321 2.071 0.277 -1.463
C -1.3478 -1.1126 2.0813 -1.009 4.344 -0.867 -0.803
H 1.6391 -0.9338 2.6777 -1.047 -0.229 0.113 0.131
H 1.3108 -0.1408 4.1115 -0.771 -0.375 0.272 0.398
H 0.5496 -1.7662 3.7791 0.180 -0.895 0.934 0.408
H 0.1170 1.8312 2.4979 -0.473 0.152 0.070 0.310
H -2.0813 1.9704 1.4342 -0.814 0.353 -1.052 0.270
H -3.8396 -1.5644 1.0509 1.059 -0.390 -0.301 0.348
H -4.2579 0.0032 1.3161 0.748 -0.122 -0.994 0.372
H -3.6157 -0.4050 -0.3266 0.058 -0.171 0.525 0.234
H -1.4142 -2.1672 2.1855 -0.353 -0.521 -0.207 0.714
O -1.2853 2.6040 -0.3599 -0.323 -0.337 2.065 -0.559
H -1.1517 1.9217 -1.0185 -0.250 0.578 -0.828 0.211
H -1.2631 3.5268 -0.6042 -0.448 -0.281 -1.533 0.352
O -0.3024 3.5205 -2.5089 -0.760 -0.672 -0.660 -0.636
H 0.2918 2.8040 -2.2362 0.211 1.117 -0.275 0.268
H 0.0576 4.4011 -2.5263 0.985 0.029 0.153 0.320
O 1.8688 -2.3600 -2.1494 0.738 -0.158 0.718 -0.606
H 2.1640 -2.3906 -1.2156 -0.623 0.413 0.094 0.307
H 2.2847 -3.1839 -2.3875 0.123 -0.549 -0.885 0.288
O 0.6587 4.1871 0.4925 0.021 -0.450 -0.055 -0.691
H 0.1510 3.4255 0.1082 0.665 0.456 0.708 0.398
H 0.8606 3.8786 1.3868 -0.119 0.216 -0.155 0.326
O -0.0180 -0.8657 -4.1812 0.992 0.931 -0.439 -0.637
H 0.7249 -0.2686 -4.4132 -0.782 -0.354 0.224 0.301
H 0.2928 -1.7119 -4.4897 0.006 -0.637 0.002 0.284
O 1.8721 -3.6057 0.3881 0.626 -0.375 0.222 -0.643
H 1.8566 -3.8193 1.3293 0.141 0.211 -0.175 0.272
H 0.9808 -3.8153 0.0902 -0.500 0.373 -0.015 0.336
O -2.0074 0.2415 -2.7009 -0.562 0.505 0.651 -0.696
H -1.7717 0.0023 -1.7819 0.282 -0.360 -1.146 0.134
H -1.4608 -0.2182 -3.3608 0.147 -0.066 0.851 0.447
O 0.4669 -0.3982 -1.0170 0.627 0.724 -0.827 0.161
H 1.1053 -0.1786 -0.3281 -0.250 -0.409 0.243 -0.101
H 1.0191 -0.6306 -1.8044 -0.815 -0.179 0.799 0.261
O 3.0156 -0.3354 1.4326 -0.595 -0.421 0.254 -0.630
H 2.5892 0.3341 0.8741 0.727 0.258 0.222 0.332
H 3.9339 -0.4079 1.2126 0.594 0.159 -0.430 0.272
O 2.1714 1.7813 0.0500 0.468 -0.402 0.830 -0.628
H 2.5166 2.6743 0.2003 -0.579 -0.214 -0.790 0.293
H 1.7389 1.5963 -0.7801 -0.058 0.804 -0.441 0.174
O -0.7556 -3.0991 -0.0557 0.491 -1.452 0.634 -0.605
H -1.2135 -3.4330 -0.8172 -0.472 0.500 -0.498 0.210
H -0.8678 -2.1660 0.1099 -0.192 0.679 -0.401 0.383
```
Forces are in eV/Å.

HOMO level ... -7.38 eV
Max |F| ... 0.1174 Eh/bohr
DFT total energy ... -1129.52790 Ha
LUMO ... -0.10 eV
Structure (SMILES) ... Cc1c[nH]c(C)c1.O.O.O.O.O.O.O.O.O.O.O
Relative energy (zero: lowest compared OMol25 entry of this formula, charge and spin) ... 72.3 kcal per mole